DFT (wB97M-V/def2-TZVPD) results for a molecular structure, C43H58N8P2Sc at a distorted geometry.

## Properties
- energy relative to the best compared isomer or geometry (same formula, charge and spin) (kcal per mole) = 25.0
- multiplicity = 1
- net charge = +1
- LUMO energy (eV) = -3.2

Atoms and positions in Å:
Sc: -14.7104 -14.8850 -5.2044
C: -15.9318 -12.0491 -5.8105
N: -15.2095 -13.0612 -6.6144
C: -15.9451 -13.2939 -7.8977
C: -13.8673 -12.6849 -7.1121
C: -13.5278 -11.3773 -7.4394
C: -12.2460 -11.0757 -7.8284
C: -11.3116 -12.1212 -7.9484
C: -11.7039 -13.4624 -7.7405
C: -12.9473 -13.7762 -7.2725
N: -13.4218 -14.9870 -6.9208
C: -13.0381 -16.2402 -7.4674
C: -12.0925 -16.4508 -8.5220
C: -11.9505 -17.6795 -9.0773
C: -12.6485 -18.7942 -8.6112
C: -13.5297 -18.5782 -7.5310
C: -13.7309 -17.3227 -6.9853
N: -14.7609 -17.0476 -5.9422
C: -14.7257 -18.0316 -4.7585
C: -16.1758 -17.2477 -6.5094
H: -16.0138 -11.0980 -6.3669
H: -15.4611 -11.8716 -4.8684
H: -16.9595 -12.4251 -5.6355
H: -15.9470 -12.3818 -8.5118
H: -16.9899 -13.4442 -7.7146
H: -15.5354 -14.1003 -8.4628
H: -14.2423 -10.5258 -7.3528
H: -11.9061 -10.0561 -7.9963
H: -10.3159 -11.8972 -8.2998
H: -10.8816 -14.1816 -7.7348
H: -11.4832 -15.6524 -8.8546
H: -11.3432 -17.8061 -9.9511
H: -12.6358 -19.8124 -9.0514
H: -14.0576 -19.4927 -7.1705
H: -15.3580 -18.8823 -4.9934
H: -14.9832 -17.6153 -3.7754
H: -13.6960 -18.3746 -4.6920
H: -16.2091 -18.2963 -6.9445
H: -16.3778 -16.5394 -7.3480
H: -16.9232 -17.1189 -5.7174
C: -17.3301 -10.4506 -0.9571
P: -17.2334 -10.1756 -2.7193
C: -18.7614 -10.8956 -3.4433
C: -17.6741 -8.4099 -2.6660
C: -18.4480 -7.7530 -3.8570
P: -17.7999 -8.2167 -5.5477
C: -18.5196 -6.9924 -6.7063
C: -16.1010 -7.4517 -5.4437
H: -18.3820 -10.3345 -0.7018
H: -16.7277 -9.7584 -0.3914
H: -16.9293 -11.4256 -0.7713
H: -19.6341 -10.4853 -3.0101
H: -18.6993 -11.9742 -3.3144
H: -18.8338 -10.5485 -4.4438
H: -16.8236 -7.7743 -2.5190
H: -18.2716 -8.2909 -1.7538
H: -18.4118 -6.6982 -3.6370
H: -19.4968 -8.1188 -3.7938
H: -18.1105 -6.0709 -6.4504
H: -19.5965 -6.9333 -6.6441
H: -18.1899 -7.2468 -7.6954
H: -16.2057 -6.4825 -4.9381
H: -15.6841 -7.2395 -6.3977
H: -15.2892 -8.0563 -4.9549
C: -19.0231 -14.7527 -3.3195
C: -18.7337 -14.7551 -1.9754
C: -17.4258 -14.8490 -1.5820
C: -16.4493 -14.8408 -2.5289
C: -16.7217 -14.7831 -3.9318
C: -18.0527 -14.8206 -4.2735
C: -15.0350 -14.9827 -2.1690
C: -14.6825 -14.9564 -0.8230
C: -13.4411 -15.3645 -0.4406
C: -12.4596 -15.8063 -1.3972
C: -11.1553 -16.2188 -1.0795
C: -10.3104 -16.6645 -2.0367
C: -10.7659 -16.8232 -3.4015
C: -11.9858 -16.2790 -3.7358
C: -12.8898 -15.7422 -2.7716
N: -14.1560 -15.2926 -3.0806
H: -20.0980 -14.6376 -3.6170
H: -19.5106 -14.6348 -1.2574
H: -17.2226 -14.8138 -0.5146
H: -18.2996 -14.8095 -5.3213
H: -15.3580 -14.5381 -0.1106
H: -13.1343 -15.3250 0.5923
H: -10.7893 -16.1521 -0.0546
H: -9.3432 -17.0329 -1.6719
H: -10.2671 -17.3264 -4.2459
H: -12.2894 -16.3472 -4.7913
C: -11.5649 -12.5293 -3.7259
N: -10.6628 -11.7194 -2.9353
C: -10.7594 -10.3094 -3.3705
N: -12.2121 -9.8270 -3.2884
C: -13.0231 -10.7171 -4.1203
N: -12.9841 -12.1070 -3.7693
C: -13.3697 -12.1789 -2.3615
N: -12.5562 -11.3104 -1.4533
C: -11.1469 -11.7432 -1.5376
C: -12.6412 -9.9164 -1.9108
H: -11.4806 -13.5395 -3.2949
H: -11.1450 -12.6768 -4.7257
H: -10.5324 -10.3417 -4.4248
H: -10.1043 -9.7260 -2.8066
H: -12.6540 -10.5535 -5.1001
H: -14.0569 -10.3131 -4.0160
H: -13.3426 -13.2079 -2.0542
H: -14.3955 -11.8769 -2.3732
H: -11.0888 -12.8445 -1.2113
H: -10.5299 -11.0929 -0.9193
H: -11.9922 -9.3127 -1.2300
H: -13.6328 -9.5929 -1.8435



DFT (wB97M-V/def2-TZVPD) results for 7 unconnected molecules or ions with the total composition C43H59BrO20 at a distorted geometry.

## Properties
- multiplicity = 1
- structure (SMILES) = CCCCCCCCCCCCC1=C([C@@H](Br)CC)C(=O)c2ccccc2C1=O.O=C1OCCO1.O=C1OCCO1.O=C1OCCO1.O=C1OCCO1.O=C1OCCO1.O=C1OCCO1
- LUMO energy (eV) = -1.6

Atoms and positions in Å:
C: 4.6560 -2.3841 3.3473
C: 4.6077 -2.0196 1.7349
C: 5.4697 -0.6416 1.3699
C: 5.9742 -0.5965 -0.2016
C: 6.3805 0.9520 -0.6173
C: 6.4979 1.0605 -2.2822
C: 5.7490 2.4137 -2.8412
C: 4.5396 2.0608 -3.8930
C: 3.0611 2.6269 -3.4638
C: 2.4523 1.9606 -2.0786
C: 0.9317 1.3451 -2.2470
C: 0.6510 0.0295 -1.2543
C: 0.5572 -1.3676 -2.1492
C: -0.7103 -2.1952 -2.2646
C: -2.0724 -1.7133 -1.4838
Br: -2.7959 0.0634 -2.1037
C: -3.3200 -2.7751 -1.5481
C: -4.2217 -2.4999 -2.9269
C: -0.6031 -3.5975 -3.1695
O: -1.5893 -4.0791 -3.9300
C: 0.8455 -4.3811 -3.1340
C: 1.0604 -6.0099 -3.2415
C: 2.6202 -6.6123 -3.2320
C: 3.9656 -5.6453 -3.1253
C: 3.7508 -4.0198 -2.9874
C: 2.2096 -3.4615 -3.0142
C: 1.9893 -1.8159 -2.8878
O: 2.8817 -0.9543 -3.3824
H: 3.8374 -1.7512 3.9405
H: 5.6982 -2.1027 3.8194
H: 4.4235 -3.5436 3.4829
H: 3.4830 -1.9079 1.4262
H: 5.0488 -2.9413 1.1191
H: 4.8073 0.3356 1.5305
H: 6.4122 -0.6193 2.0849
H: 5.0932 -1.0417 -0.8703
H: 6.9326 -1.2617 -0.3384
H: 7.4306 1.2802 -0.2129
H: 5.5139 1.6835 -0.2683
H: 6.0189 0.0472 -2.6886
H: 7.6406 1.0047 -2.6128
H: 6.5681 3.1003 -3.3421
H: 5.2702 3.0800 -1.9746
H: 4.5776 0.9016 -4.0835
H: 4.8438 2.5631 -4.9323
H: 2.3148 2.4003 -4.3544
H: 3.1508 3.8062 -3.3947
H: 2.4640 2.8388 -1.2726
H: 3.2346 1.1197 -1.7537
H: 0.0747 2.1630 -2.1252
H: 0.8853 0.9044 -3.3535
H: -0.2700 0.2028 -0.5537
H: 1.6193 -0.0882 -0.5660
H: -1.8196 -1.5680 -0.3269
H: -4.0630 -2.5870 -0.6363
H: -2.9999 -3.9084 -1.4678
H: -5.0859 -1.7028 -2.7216
H: -3.5385 -2.1839 -3.8500
H: -4.7899 -3.4785 -3.2920
H: 0.1381 -6.7349 -3.3309
H: 2.8477 -7.7771 -3.3324
H: 5.0723 -6.0409 -3.1197
H: 4.6088 -3.2199 -2.8711
O: -2.5008 -3.0113 2.1413
C: -3.6236 -3.4785 2.2345
O: -4.3639 -3.4854 3.3814
C: -5.6694 -3.9002 3.0255
C: -5.4530 -4.6702 1.7632
O: -4.3030 -4.0634 1.2050
H: -6.1107 -4.5127 3.8165
H: -6.2928 -3.0130 2.8726
H: -5.2395 -5.7279 1.9501
H: -6.3025 -4.5945 1.0789
O: -5.5897 -8.4702 2.2802
C: -4.7822 -8.6395 1.3819
O: -4.3119 -7.6482 0.5697
C: -3.2432 -8.2001 -0.1760
C: -3.5342 -9.6657 -0.1603
O: -4.2318 -9.8459 1.0575
H: -3.2252 -7.7899 -1.1895
H: -2.3000 -7.9556 0.3238
H: -4.1826 -9.9721 -0.9880
H: -2.6238 -10.2710 -0.1792
O: -3.2350 2.7493 3.4584
C: -2.9490 1.5982 3.7427
O: -1.7742 1.2157 4.3233
C: -1.9213 -0.1426 4.6928
C: -2.9910 -0.6348 3.7727
O: -3.7622 0.5244 3.5205
H: -0.9798 -0.6835 4.5639
H: -2.2194 -0.1923 5.7453
H: -2.5886 -1.0053 2.8240
H: -3.6042 -1.4172 4.2283
O: 8.1597 3.6901 -1.1122
C: 7.7698 4.8449 -1.0660
O: 6.6355 5.3015 -1.6728
C: 6.4170 6.6172 -1.1993
C: 7.7791 7.0591 -0.7722
O: 8.4122 5.8493 -0.4010
H: 6.0026 7.2496 -1.9892
H: 5.7088 6.5795 -0.3650
H: 8.3451 7.5182 -1.5896
H: 7.7457 7.7541 0.0713
O: -4.7324 7.0879 -1.5594
C: -4.7191 6.2311 -0.6914
O: -5.5720 5.1663 -0.6448
C: -5.0925 4.2994 0.3659
C: -4.2983 5.2068 1.2484
O: -3.8493 6.2131 0.3607
H: -5.9230 3.8251 0.8959
H: -4.4761 3.5224 -0.0981
H: -4.9098 5.6712 2.0293
H: -3.4520 4.6964 1.7162
O: -5.6403 5.8242 4.1437
C: -6.0302 6.9790 4.1900
O: -7.1645 7.4356 3.5831
C: -7.3830 8.7513 4.0566
C: -6.0209 9.1932 4.4837
O: -5.3878 7.9834 4.8549
H: -7.7974 9.3838 3.2667
H: -8.0912 8.7137 4.8910
H: -5.4549 9.6524 3.6663
H: -6.0543 9.8882 5.3272



DFT (wB97M-V/def2-TZVPD) results for 6 unconnected molecules or ions with the total composition C43H59ClN3O18P at a distorted geometry.

## Properties
- multiplicity = 1
- structure (SMILES) = CCOP(=O)(CCc1nc2ccc([C@@H](C)CC)c(Cl)c2nc1-c1ccncc1)OCC.C[C@@H]1COC(=O)O1.C[C@@H]1COC(=O)O1.C[C@@H]1COC(=O)O1.C[C@@H]1COC(=O)O1.C[C@@H]1COC(=O)O1
- LUMO energy (eV) = -0.4

Atoms and positions in Å:
C: -3.7963 5.1426 1.1120
C: -4.2756 4.1785 2.1822
O: -4.7396 2.9365 1.6010
P: -3.6571 1.7345 1.7034
O: -2.2717 2.2276 1.7006
C: -4.0993 0.8671 3.2513
C: -3.5497 -0.5927 3.2352
C: -2.0836 -0.6620 2.8143
N: -1.8548 -1.0218 1.5839
C: -0.5240 -0.9982 1.2794
C: -0.1456 -1.3232 -0.0312
C: 1.1303 -1.2996 -0.4481
C: 2.1715 -0.9484 0.4494
C: 3.6335 -0.8962 -0.0007
C: 3.7856 -1.4550 -1.4241
C: 4.0554 0.6270 -0.0765
C: 2.9071 1.5915 -0.4140
C: 1.8240 -0.6632 1.7278
Cl: 3.0849 -0.2841 2.8767
C: 0.4835 -0.6643 2.1712
N: 0.2013 -0.3357 3.4649
C: -1.0666 -0.3239 3.7684
C: -1.4156 0.0828 5.1559
C: -2.0975 -0.7085 6.0779
C: -2.3637 -0.2162 7.3303
N: -2.0154 0.9673 7.8411
C: -1.3310 1.6730 6.9388
C: -1.0262 1.3243 5.6453
O: -3.9610 0.7861 0.4598
C: -3.0567 0.9288 -0.6536
C: -3.1228 2.2950 -1.3661
H: -3.3527 6.0370 1.5588
H: -4.6685 5.4269 0.5144
H: -3.0601 4.7087 0.4340
H: -3.5607 4.0067 2.9917
H: -5.1652 4.6409 2.6543
H: -5.1908 0.7678 3.2059
H: -3.7697 1.4477 4.1140
H: -4.1125 -1.1186 2.4573
H: -3.7498 -1.1228 4.1646
H: -0.9307 -1.5689 -0.7411
H: 1.3006 -1.5572 -1.4837
H: 4.2907 -1.3654 0.7335
H: 3.1039 -0.9368 -2.1070
H: 4.7926 -1.2344 -1.7851
H: 3.5381 -2.5222 -1.4243
H: 4.4719 0.9469 0.8817
H: 4.8751 0.7119 -0.7982
H: 2.2120 1.2200 -1.1720
H: 3.3147 2.5309 -0.8080
H: 2.3741 1.8740 0.4982
H: -2.4193 -1.7095 5.8117
H: -2.9290 -0.8637 8.0041
H: -0.9748 2.6459 7.2835
H: -0.4836 2.0145 5.0083
H: -3.3230 0.1634 -1.3864
H: -2.0140 0.7365 -0.4001
H: -4.1139 2.7512 -1.3662
H: -2.8206 2.1274 -2.4152
H: -2.3428 2.9255 -0.9354
C: -2.4906 1.0157 -8.1675
C: -2.8696 1.2410 -6.7247
C: -2.1378 2.3754 -6.0556
O: -2.1500 1.9752 -4.6780
C: -2.2050 0.6146 -4.6670
O: -2.0361 -0.0573 -3.7030
O: -2.4762 0.1293 -5.9044
H: -2.9400 0.0956 -8.5407
H: -2.8230 1.8468 -8.7895
H: -1.4101 0.9071 -8.2739
H: -3.9534 1.3575 -6.6340
H: -2.6352 3.3344 -6.1823
H: -1.0979 2.4666 -6.3785
C: 1.6416 -5.4461 3.5518
C: 3.0474 -5.7156 3.0748
C: 4.0410 -4.6367 3.4190
O: 5.0089 -4.7730 2.3707
C: 4.3588 -5.2841 1.2931
O: 4.8125 -5.3405 0.1966
O: 3.1177 -5.7158 1.6387
H: 0.9516 -6.1838 3.1418
H: 1.5886 -5.4812 4.6401
H: 1.2973 -4.4666 3.2140
H: 3.3835 -6.6950 3.4280
H: 4.5025 -4.7784 4.3939
H: 3.6174 -3.6315 3.3666
C: 7.1862 -4.0064 -2.8175
C: 7.3060 -3.2802 -4.1359
C: 8.7218 -3.0035 -4.5693
O: 8.5614 -1.8306 -5.3776
C: 7.4651 -1.1734 -4.9166
O: 7.1583 -0.0698 -5.2290
O: 6.7692 -1.9496 -4.0448
H: 6.1464 -4.0406 -2.4906
H: 7.5606 -5.0265 -2.9015
H: 7.7454 -3.4898 -2.0353
H: 6.7486 -3.8126 -4.9114
H: 9.1570 -3.8162 -5.1466
H: 9.3860 -2.7610 -3.7355
C: 0.9704 -3.5868 -5.2716
C: 2.4602 -3.8253 -5.2997
C: 3.2848 -2.5903 -5.5534
O: 4.4600 -3.1329 -6.1597
C: 4.0938 -4.2859 -6.7813
O: 4.7806 -4.8886 -7.5386
O: 2.8362 -4.6504 -6.4163
H: 0.4329 -4.5342 -5.2356
H: 0.6890 -2.9901 -4.4034
H: 0.6417 -3.0696 -6.1745
H: 2.7765 -4.3355 -4.3847
H: 3.5359 -2.0520 -4.6411
H: 2.8187 -1.8984 -6.2595
C: -7.4685 6.2314 6.9201
C: -7.3721 6.8369 5.5414
C: -6.8701 5.8925 4.4787
O: -6.2757 6.7904 3.5363
C: -5.8664 7.8857 4.2360
O: -5.1609 8.7341 3.8035
O: -6.3755 7.8689 5.4967
H: -7.6901 7.0006 7.6598
H: -8.2507 5.4729 6.9564
H: -6.5215 5.7743 7.2117
H: -8.3306 7.2821 5.2589
H: -7.6696 5.3187 4.0137
H: -6.1002 5.2041 4.8378



Respective orbital gap values: 6.517; 7.416; 8.502 eV.
Respective total energy values: -96725.97935; -156521.87721; -108689.02797 eV.
Respective HOMO level values: -0.35629; -0.33313; -0.32572 Eh.